# 1
C6H10O3S | ωB97M-V with the def2-TZVPD basis set

Calculated values
- Spin multiplicity: 1
- Molecular weight: 162.210 g mol⁻¹
- Lowest unoccupied orbital energy: 0.5 eV
- E_HOMO: -0.340 hartree
- Energy above the lowest of the compared OMol25 structures with the same formula, charge and spin: 145.99 kJ/mol
- Energy: -23359.161 eV

Each atom is followed by the atoms it is bonded to, with distances in Å.
Element x y z (Å)
1 C 1.24915 -0.30362 0.53184  C4 1.556, C5 1.472, O7 1.226
2 C -1.55880 -1.56677 -0.19602  C3 1.499, O9 1.417, H11 1.196, H12 1.110
3 C -0.97780 -1.23005 -1.53593  C2 1.499, S10 1.839, H13 1.100, H14 1.117
4 C -0.19861 0.26378 0.47154  C1 1.556, C6 1.656, O9 1.394, S10 1.903
5 C 2.50113 0.45176 0.36306  C1 1.472, H15 1.137, H16 1.156, H17 1.046
6 C -0.44808 1.77202 1.10694  C4 1.656, H18 1.064, H19 1.031, H20 1.175
7 O 1.37950 -1.52050 0.60536  C1 1.226
8 O -1.73125 1.20042 -1.48179  S10 1.477
9 O -1.17076 -0.66846 0.82950  C2 1.417, C4 1.394
10 S -0.42347 0.51832 -1.40041  C3 1.839, C4 1.903, O8 1.477
11 H -2.75472 -1.55383 -0.16184  C2 1.196
12 H -1.24881 -2.56394 0.18093  C2 1.110
13 H -0.07582 -1.83402 -1.71282  C3 1.100
14 H -1.58499 -1.32916 -2.46803  C3 1.117
15 H 3.48066 -0.10250 0.52279  C5 1.137
16 H 2.75952 1.18938 1.21512  C5 1.156
17 H 2.51321 1.10261 -0.45567  C5 1.046
18 H -0.03118 1.72269 2.08503  C6 1.064
19 H -1.47395 1.84620 1.18447  C6 1.031
20 H -0.20494 2.60568 0.31592  C6 1.175

---

# 2
C6H10O4PS | ωB97M-V with the def2-TZVPD basis set

Calculated values
- Spin multiplicity: 1
- Molecular weight: 209.183 g mol⁻¹
- Lowest unoccupied orbital energy (spin up / spin down): -6.9 / -6.9 eV
- E_HOMO (spin up / spin down): -0.458 / -0.458 hartree
- Energy above the lowest of the compared OMol25 structures with the same formula, charge and spin: 338.57 kJ/mol
- Total charge: +1
- Energy: -34689.110 eV

Each atom is followed by the atoms it is bonded to, with distances in Å.
Element x y z (Å)
1 C 0.97058 0.15802 1.75940  C2 1.358, C4 1.466, H13 1.062
2 C 1.43437 0.88869 0.71301  C1 1.358, C6 1.531, H14 1.175
3 C 0.71886 -1.79588 0.23879  C4 1.417, C5 1.412, H15 0.987
4 C 0.76914 -1.28054 1.55820  C1 1.466, C3 1.417, S12 1.653
5 C 0.67750 -0.91825 -0.86675  C3 1.412, C6 1.545, H16 1.049, H17 1.158
6 C 1.56189 0.33931 -0.71071  C2 1.531, C5 1.545, O7 1.417, H18 1.089
7 O 1.03618 1.31793 -1.59003  C6 1.417, H19 0.952
8 O -1.47800 1.71718 0.01375  P11 1.617, H20 1.032
9 O -2.43357 -0.24110 1.05162  P11 1.651, H21 0.923
10 O -2.02894 -0.05779 -1.49311  P11 1.615, H22 0.959
11 P -2.72191 0.72012 -0.25903  O8 1.617, O9 1.651, O10 1.615
12 S 0.43006 -2.39657 2.72999  C4 1.653
13 H 0.76069 0.34728 2.78315  C1 1.062
14 H 1.77696 2.01264 0.68986  C2 1.175
15 H 0.55914 -2.75481 0.06630  C3 0.987
16 H 0.81531 -1.28829 -1.83876  C5 1.049
17 H -0.40700 -0.52716 -0.75761  C5 1.158
18 H 2.54384 -0.11841 -0.82259  C6 1.089
19 H 1.54488 1.53874 -2.36425  O7 0.952
20 H -1.51265 2.60496 -0.51052  O8 1.032
21 H -2.55323 0.14653 1.88019  O9 0.923
22 H -2.46411 -0.41263 -2.27089  O10 0.959

---

# 3
C6H10OS | ωB97M-V with the def2-TZVPD basis set

Calculated values
- Spin multiplicity: 1
- Molecular weight: 130.212 g mol⁻¹
- Lowest unoccupied orbital energy: -0.4 eV
- E_HOMO: -0.319 hartree
- Energy above the lowest of the compared OMol25 structures with the same formula, charge and spin: 495.53 kJ/mol
- SMILES string: S=C1CCCCOC1
- Energy: -19261.894 eV

Each atom is followed by the atoms it is bonded to, with distances in Å.
Element x y z (Å)
1 S -2.79403 -0.26159 0.37132  C2 1.636
2 C -1.42455 -0.32241 -0.52177  S1 1.636, C3 1.518, C8 1.454
3 C -0.74859 0.87449 -1.16471  C2 1.518, C4 1.586, H9 0.982, H10 1.101
4 C 0.31570 1.47251 -0.15217  C3 1.586, C5 1.629, H11 1.144, H12 1.009
5 C 0.58341 0.44053 1.07898  C4 1.629, C6 1.529, H13 1.245, H14 1.252
6 C 1.49685 -0.58978 0.41357  C5 1.529, O7 1.495, H15 1.186, H16 1.150
7 O 0.76829 -1.25434 -0.70950  C6 1.495, C8 1.388
8 C -0.53693 -1.44738 -0.27827  C2 1.454, O7 1.388, H17 1.278, H18 1.229
9 H -1.50505 1.46187 -1.38098  C3 0.982
10 H -0.07423 0.35641 -1.86477  C3 1.101
11 H -0.49311 2.21452 0.16873  C4 1.144
12 H 1.02127 1.97858 -0.66545  C4 1.009
13 H 1.01511 0.88387 2.15944  C5 1.245
14 H -0.52346 0.01764 1.48408  C5 1.252
15 H 1.97024 -1.44082 1.09024  C6 1.186
16 H 2.44725 -0.25189 -0.13958  C6 1.150
17 H -0.72988 -2.59290 -0.81032  C8 1.278
18 H -0.78828 -1.53931 0.92117  C8 1.229

---

# 4
C6H10OS | ωB97M-V with the def2-TZVPD basis set

Calculated values
- Spin multiplicity: 1
- Molecular weight: 130.212 g mol⁻¹
- Lowest unoccupied orbital energy: 0.2 eV
- E_HOMO: -0.339 hartree
- Energy above the lowest of the compared OMol25 structures with the same formula, charge and spin: 584.55 kJ/mol
- Energy: -19260.971 eV

Each atom is followed by the atoms it is bonded to, with distances in Å.
Element x y z (Å)
1 C -0.14180 0.90434 -0.47170  C2 1.534, C5 1.416, H8 1.198, S18 1.792
2 C -0.25919 1.13355 1.04097  C1 1.534, C3 1.573, H9 1.227, H10 1.310
3 C -0.14972 -0.37252 1.48025  C2 1.573, C4 1.537, C6 1.623, H11 1.223
4 C -1.18370 -0.82688 0.43724  C3 1.537, C5 1.594, H12 1.161, H13 1.137
5 C -0.05201 -0.49876 -0.63582  C1 1.416, C4 1.594, C6 1.616, O17 1.360
6 C 0.96099 -1.03821 0.50242  C3 1.623, C5 1.616, H15 1.010, H16 1.098
7 H 1.30527 1.55445 -2.41554  S18 1.375
8 H -0.94997 1.35693 -1.23222  C1 1.198
9 H 0.44375 2.03685 1.48437  C2 1.227
10 H -1.51100 1.47321 0.85705  C2 1.310
11 H -0.29733 -0.83667 2.60225  C3 1.223
12 H -2.24234 -0.50648 0.08468  C4 1.161
13 H -1.18454 -1.95941 0.53846  C4 1.137
14 H 0.71250 -0.31360 -2.54310  no bonds
15 H 1.10524 -2.03612 0.43913  C6 1.010
16 H 1.86168 -0.42756 0.64604  C6 1.098
17 O 0.16524 -1.21885 -1.76888  C5 1.360
18 S 1.41691 1.57573 -1.04560  C1 1.792, H7 1.375

---

# 5
C6H10OS | ωB97M-V with the def2-TZVPD basis set

Calculated values
- Spin multiplicity: 1
- Molecular weight: 130.212 g mol⁻¹
- Lowest unoccupied orbital energy: 0.9 eV
- E_HOMO: -0.313 hartree
- Energy above the lowest of the compared OMol25 structures with the same formula, charge and spin: 133.22 kJ/mol
- SMILES string: OC[C@H]1SC[C@H]2C[C@H]21
- Energy: -19265.649 eV

Each atom is followed by the atoms it is bonded to, with distances in Å.
Element x y z (Å)
1 O -2.26961 -0.09835 -0.90640  C2 1.368, H9 0.973
2 C -1.99483 -0.67352 0.30384  O1 1.368, C3 1.522, H10 1.092, H11 1.047
3 C -0.51070 -0.65254 0.64116  C2 1.522, S4 1.855, C8 1.487, H12 1.112
4 S 0.40720 -1.83139 -0.45882  C3 1.855, C5 1.826
5 C 1.94215 -0.86968 -0.23056  S4 1.826, C6 1.561, H13 1.102, H14 1.113
6 C 1.54199 0.61091 0.06222  C5 1.561, C7 1.545, C8 1.506, H15 1.099
7 C 0.43243 1.27240 -0.78528  C6 1.545, C8 1.472, H16 1.115, H17 1.086
8 C 0.11250 0.69273 0.52936  C3 1.487, C6 1.506, C7 1.472, H18 1.096
9 H -2.14950 0.86495 -0.83598  O1 0.973
10 H -2.36179 -1.70112 0.27616  C2 1.092
11 H -2.50858 -0.18401 1.07404  C2 1.047
12 H -0.51503 -0.95413 1.71147  C3 1.112
13 H 2.57312 -0.84402 -1.13426  C5 1.102
14 H 2.46257 -1.35260 0.62713  C5 1.113
15 H 2.32713 1.26054 0.47436  C6 1.099
16 H 0.19296 0.76792 -1.75082  C7 1.115
17 H 0.49246 2.34347 -0.95706  C7 1.086
18 H -0.17446 1.34844 1.35943  C8 1.096

---

# 6
C6H10S | ωB97M-V with the def2-TZVPD basis set

Calculated values
- Spin multiplicity: 1
- Molecular weight: 114.213 g mol⁻¹
- Lowest unoccupied orbital energy: 0.8 eV
- E_HOMO: -0.333 hartree
- Energy above the lowest of the compared OMol25 structures with the same formula, charge and spin: 360.51 kJ/mol
- SMILES string: C#CCC(C)(C)S
- Energy: -17215.887 eV

Each atom is followed by the atoms it is bonded to, with distances in Å.
Element x y z (Å)
1 C -3.17387 0.23474 0.18579  C2 1.205, H8 1.106
2 C -1.98041 0.18814 0.34510  C1 1.205, C3 1.710
3 C -0.39916 0.36023 0.97159  C2 1.710, C4 1.524, H9 1.057, H10 1.158
4 C 0.60674 -0.16336 -0.04600  C3 1.524, C5 1.527, C6 1.492, S7 1.885
5 C 1.99622 0.22706 0.45141  C4 1.527, H11 1.025, H12 1.200, H13 1.129
6 C 0.27879 0.17698 -1.46112  C4 1.492, H14 1.157, H15 1.054, H16 1.150
7 S 0.65614 -2.04553 0.05042  C4 1.885, H17 1.290
8 H -4.08050 0.45506 -0.40864  C1 1.106
9 H -0.40178 1.40350 1.14230  C3 1.057
10 H -0.48395 -0.22142 1.96958  C3 1.158
11 H 2.00138 1.18904 0.80541  C5 1.025
12 H 2.92028 0.10986 -0.30548  C5 1.200
13 H 2.34925 -0.34651 1.35757  C5 1.129
14 H -0.85485 -0.04770 -1.51782  C6 1.157
15 H 0.37711 1.21170 -1.63337  C6 1.054
16 H 0.77842 -0.50548 -2.24022  C6 1.150
17 H -0.58980 -2.22629 0.33347  S7 1.290

---

What is the spin multiplicity in the fourth record? 1

---

Look up the molecular weight of the fourth one. 130.212 g mol⁻¹

---

Look up the energy of the first one. -23359.161 eV